Entry 1:
C51H44MnN5OPS as an isolated structure in a non-equilibrium geometry. Source: OMol25; level of theory: the ωB97M-V functional and the def2-TZVPD basis.

```
104
C51H44MnN5OPS | OMol25 | the ωB97M-V functional and the def2-TZVPD basis
C -0.806 3.540 -1.151
H 1.488 1.862 -6.665
C -3.860 -0.012 -2.571
H 1.976 1.910 -4.271
H -1.952 -0.016 -3.504
C -0.827 -2.722 -0.695
C -0.852 -4.094 -0.551
H 2.928 -6.141 -0.826
C -2.146 -0.551 5.874
H -0.410 -2.485 3.855
C 1.421 -6.367 2.645
C 0.689 2.063 -5.965
N -0.267 -0.004 2.754
C 1.110 -6.462 0.281
C -0.531 -0.005 1.410
H -1.364 -2.083 -0.013
C 4.353 0.588 1.933
H 4.314 5.206 -1.557
C -2.478 0.029 -2.552
C 4.185 1.820 -1.647
C -0.122 -4.876 -1.433
H -2.146 2.832 -3.466
H -3.567 2.355 4.886
N -1.847 0.034 1.088
H -3.691 0.678 6.708
C 2.151 1.384 1.444
H -4.396 -0.079 -3.509
H -2.615 2.786 -5.870
H -0.468 -6.791 1.709
H -0.807 2.296 -7.484
H -5.640 0.002 -1.364
Mn 0.249 -0.060 -1.530
H 5.785 3.242 -1.520
C 3.436 1.631 1.889
C -1.736 0.115 -1.368
C 0.961 2.090 -4.604
C -2.026 4.292 0.790
P 0.216 2.248 -1.886
H 1.012 -2.351 -3.358
C 0.484 -2.872 -2.572
H 2.967 -3.078 1.216
H 4.283 -5.827 1.228
C -1.611 2.588 -5.518
H -1.927 2.056 3.061
H 1.268 -2.599 1.185
H -0.751 4.915 -2.806
H -2.398 4.117 1.790
C -2.476 0.095 -0.190
C -0.596 2.310 -6.423
H -4.384 -0.793 1.769
H 4.668 -1.503 1.614
C 2.660 -0.960 1.128
C 0.578 -6.562 1.560
C -1.840 5.711 -1.143
H -2.896 6.244 0.643
C 2.259 -2.367 0.792
H 1.428 2.191 1.393
H 1.064 -4.825 -3.228
C 3.220 -6.030 1.302
H -2.194 -1.278 6.675
H -1.077 2.373 0.626
C -4.644 0.062 1.136
C 1.968 0.502 -1.705
N 2.718 -6.093 2.532
C 2.491 4.096 -1.690
C -1.197 0.190 3.810
H 5.364 0.762 2.275
H -4.465 0.968 1.722
H 1.031 -6.436 3.654
H 1.861 4.976 -1.710
C -0.054 2.354 -3.688
C 3.875 4.217 -1.608
N -0.131 -2.108 -1.661
C 2.804 1.713 -1.712
C -2.013 1.315 3.844
C -1.247 -0.760 4.834
S 0.068 -6.629 -1.161
C -2.924 1.485 4.874
H 3.721 2.630 2.193
H 4.816 0.942 -1.613
O 2.169 -0.655 -2.048
H -5.715 0.002 0.952
C -1.279 3.318 0.142
N 0.433 -0.087 0.529
C -1.344 2.613 -4.159
H 2.227 -2.524 -0.289
C 4.714 3.104 -1.590
C -3.882 0.065 -0.162
H 0.690 -0.193 3.005
C 2.467 -6.207 0.150
H -1.401 -4.540 0.267
H -0.622 -2.662 5.602
H 0.699 -1.693 4.966
C -1.093 4.742 -1.794
C -2.989 0.550 5.895
C 1.951 2.821 -1.731
C -4.557 0.028 -1.371
C 1.758 0.103 1.050
H -2.068 6.642 -1.645
C 3.959 -0.685 1.556
C -2.305 5.487 0.144
H -2.468 -0.007 1.878
C -0.350 -1.964 4.812
C 0.513 -4.252 -2.496
```

## Properties
gap between HOMO and LUMO (alpha / beta) = 7.577 / 7.614 eV
charge = +1
highest occupied orbital energy (alpha / beta) = -10.15 / -10.20 eV
2S+1 = 1
energy relative to the best compared isomer or geometry (same formula, charge and spin) = 10.9 kcal/mol

Entry 2:
C51H45Br3F4N4OP3ScTe as an isolated structure in a non-equilibrium geometry. Source: OMol25; level of theory: the ωB97M-V functional and the def2-TZVPD basis.

```
113
C51H45Br3F4N4OP3ScTe | OMol25 | the ωB97M-V functional and the def2-TZVPD basis
C -3.890 -4.110 0.363
H -1.799 3.078 -2.854
C -0.088 -3.401 3.841
C -5.180 0.383 -0.903
Te -3.772 1.751 3.483
H -1.798 -4.012 -4.618
C -4.521 -3.254 1.262
C -6.593 2.334 -1.099
C -1.729 -1.611 3.537
F 3.736 -4.523 -5.219
H -0.851 4.889 5.417
H -5.020 -0.676 -1.075
C -0.946 1.685 6.536
C 2.374 -2.330 -2.683
H -4.835 1.194 -3.173
Sc 0.328 -0.117 0.097
H -1.031 1.123 7.458
C -2.902 -3.628 -0.485
Br 2.678 2.136 1.357
C -2.538 -2.292 -0.429
H -0.252 -3.188 -2.886
H -5.059 1.441 -4.792
H -3.125 2.319 -1.994
C -1.426 -2.846 3.967
H 3.007 3.637 -0.613
H -4.098 0.215 -4.293
O 1.684 -0.551 2.346
C -0.794 1.013 5.332
N -7.763 -0.984 3.717
C -0.329 -0.446 -4.883
H 3.167 0.723 -1.180
H -1.476 -0.280 -6.693
H -2.163 -3.413 4.524
H -4.176 -5.154 0.321
H -0.713 1.113 -3.087
H -5.839 4.131 -0.194
H -1.096 3.594 7.508
H -3.563 3.109 -4.369
C 3.788 1.483 -4.907
H 0.099 0.544 -4.988
C 3.493 -4.016 -4.032
P -2.688 0.326 0.394
Br 0.647 2.865 -0.901
H -6.941 -1.640 5.495
C -2.417 2.182 -2.811
C -6.538 0.627 2.438
H 0.117 -4.349 4.324
H -7.515 2.794 -1.436
H 1.954 -3.043 3.385
N -4.370 1.179 -4.084
H -5.291 -3.634 1.922
H -6.492 1.274 1.570
C -0.981 3.075 6.564
H -8.465 -0.201 1.944
C -2.527 0.920 2.139
H 3.972 1.685 -5.954
H -4.681 -1.242 1.984
H -1.762 -1.920 -1.091
N -0.267 -1.459 1.447
H 5.064 2.158 -1.843
C -4.490 2.477 0.067
C 3.776 -4.031 -1.666
C -0.850 3.806 5.388
C -0.520 -2.543 -3.717
H -0.739 -0.068 5.318
C 2.748 0.634 -4.546
H -2.545 1.784 -4.948
H -2.415 -2.558 -6.526
C -1.749 -2.190 -5.754
C 4.389 1.762 -2.594
C 0.653 -1.487 2.554
H -0.588 3.716 3.260
C 2.690 -2.895 -3.915
P 1.307 -0.835 -2.564
C -1.404 -3.006 -4.683
C -3.182 2.117 -4.133
H 2.158 0.173 -5.326
H -4.891 -0.242 5.297
H 5.423 2.695 -4.229
H 2.390 -0.674 2.999
C -5.657 3.079 -0.387
C 4.041 -4.593 -2.902
F 4.810 -5.647 -2.998
C -6.796 -0.999 4.632
C -0.762 -0.888 2.705
F 2.231 -2.368 -5.050
Br 2.720 -2.202 0.149
P -0.755 0.984 2.512
C -0.708 3.145 4.176
C -4.260 1.113 -0.148
H -7.073 0.409 -1.924
C -7.642 -0.191 2.650
C -3.173 -1.426 0.463
C 0.054 -1.275 -3.830
C -5.536 0.580 3.390
C -0.696 1.747 4.144
C 3.335 0.944 -2.227
C 0.921 -2.718 3.284
C -4.171 -1.914 1.306
C -5.642 -0.221 4.514
H -2.657 -1.132 3.819
C 4.607 2.046 -3.938
N -1.531 1.035 -2.502
F 4.312 -4.562 -0.578
C -6.344 0.992 -1.371
H 1.925 4.393 0.607
C -1.223 -0.906 -5.844
H -1.974 0.152 -2.728
H -3.746 3.087 0.568
C 2.507 0.374 -3.199
H -2.419 -4.298 -1.186
C 2.195 3.486 0.084
C 2.961 -2.923 -1.574
```

## Properties
gap between HOMO and LUMO (alpha / beta) = 5.584 / 5.583 eV
charge = +4
highest occupied orbital energy (alpha / beta) = -17.61 / -17.61 eV
2S+1 = 1
energy relative to the best compared isomer or geometry (same formula, charge and spin) = 63.3 kcal/mol